ORCA calculation (ωB97M-V with the def2-TZVPD basis set) on a molecular structure, C14H24N2NaO5S3.

Structure (XYZ):
```
49
Properties=species:S:1:pos:R:3:forces:R:3
Na -0.288 -0.535 -0.365 1.46 3.51 -0.25
O -1.466 -2.833 2.569 0.08 0.07 -0.10
C -0.969 -2.273 1.586 -0.05 -0.31 0.35
O -1.231 -1.112 1.151 -1.40 -1.11 2.03
C 0.200 -3.035 0.881 -0.27 0.06 0.21
C 1.523 -2.261 1.059 0.14 -0.45 0.36
C 2.707 -3.220 0.850 -0.03 0.07 -0.04
C 2.676 -3.400 -0.689 -0.04 0.10 0.06
C 1.487 -2.499 -1.066 0.29 -0.64 -0.23
O 1.593 -1.431 -0.111 0.79 -0.23 0.15
C 0.169 -3.186 -0.673 -0.09 0.27 -0.13
C -1.046 -2.524 -1.379 -0.43 -0.65 -0.53
O -2.132 -3.100 -1.336 0.22 -0.07 0.07
O -0.788 -1.427 -1.979 -0.70 -0.96 -1.86
H 0.242 -4.003 1.375 0.09 -0.02 -0.04
H 1.575 -1.657 1.962 -0.02 0.09 -0.07
H 2.573 -4.154 1.395 -0.01 0.01 0.03
H 3.640 -2.759 1.178 0.00 0.00 -0.01
H 2.509 -4.431 -1.001 0.01 -0.01 0.01
H 3.599 -3.046 -1.148 -0.02 0.01 -0.02
H 1.499 -2.103 -2.075 -0.01 0.06 0.03
H 0.158 -4.238 -0.955 0.00 -0.02 0.02
C -1.470 3.588 -0.821 0.08 0.03 0.33
C 0.031 3.752 -1.039 0.09 -0.22 -0.04
S 1.035 2.244 -0.800 -0.12 0.12 0.10
C 1.973 2.616 0.713 -0.20 -0.06 -0.20
C 1.176 2.636 2.007 -0.09 -0.37 0.19
S 0.417 1.010 2.356 0.10 0.40 -0.09
C -1.334 1.422 2.597 0.15 -0.05 -0.09
C -2.122 1.809 1.353 0.04 0.18 0.02
S -2.008 3.585 0.918 0.03 -0.04 -0.11
H -1.852 2.687 -1.305 -0.06 0.04 -0.06
H -1.977 4.447 -1.264 -0.02 -0.03 -0.05
H 0.444 4.528 -0.392 -0.01 0.05 -0.04
H 0.200 4.043 -2.078 0.00 0.08 0.02
H 2.477 3.573 0.560 0.09 -0.02 0.02
H 2.727 1.827 0.743 0.06 0.04 0.01
H 0.377 3.369 1.960 0.01 0.12 0.01
H 1.844 2.888 2.835 0.01 0.08 -0.05
H -1.411 2.186 3.373 -0.06 -0.03 0.02
H -1.737 0.480 2.967 -0.02 0.01 0.04
H -3.178 1.605 1.527 0.02 -0.09 -0.03
H -1.804 1.222 0.497 -0.12 0.03 0.01
N -1.565 0.936 -3.545 -0.07 -0.02 -0.01
N -2.544 0.849 -2.491 -0.01 -0.14 0.18
H -1.386 -0.004 -3.886 0.05 -0.12 0.04
H -0.697 1.189 -3.088 0.07 0.12 0.00
H -2.405 -0.028 -1.979 0.03 -0.02 -0.26
H -3.443 0.769 -2.945 -0.08 0.13 0.01
```
Forces are in eV/Å.

Properties
Net charge = -1
Highest occupied orbital energy = -5.2 eV
Maximum force = 3.81 eV/Å

---

ORCA calculation (ωB97M-V with the def2-TZVPD basis set) on 2 unconnected molecules or ions with the total composition C3H7FSi.

Structure (XYZ):
```
12
Properties=species:S:1:pos:R:3:forces:R:3
C -2.331 -1.030 1.316 0.50 0.93 -0.53
C -2.276 -0.436 0.141 1.57 0.41 0.98
C 2.159 0.944 -1.075 -0.84 0.27 -3.25
F 2.165 2.336 -1.152 0.12 1.65 0.27
Si 2.853 0.502 0.623 0.24 1.89 0.29
H -2.945 -1.800 1.627 -1.80 -1.34 0.03
H -1.743 -0.703 2.100 1.72 0.51 1.36
H -3.052 -0.702 -0.513 -0.35 0.00 -1.64
H 2.899 0.725 -2.014 -1.68 -0.55 2.15
H 1.024 0.773 -1.416 2.45 -0.76 0.83
H -1.400 0.253 -0.039 -1.64 -0.51 -0.21
H 2.648 -0.861 0.402 -0.30 -2.50 -0.30
```
Forces are in eV/Å.

Properties
Highest occupied orbital energy = -9.1 eV
Maximum force = 3.37 eV/Å

---

ORCA calculation (ωB97M-V with the def2-TZVPD basis set) on a molecular structure, C6H9B2F8N3Ni.

Structure (XYZ):
```
29
Properties=species:S:1:pos:R:3:forces:R:3
Ni -0.250 -0.059 -0.026 1.24 1.25 0.22
B -0.807 -1.784 1.615 -0.94 -1.29 1.38
F -1.131 -2.165 2.901 0.35 -0.03 -0.54
F -0.657 -2.808 0.693 0.00 -0.20 0.19
F -1.835 -0.909 1.133 0.38 0.20 -0.51
F 0.417 -1.037 1.597 0.06 -0.28 -0.16
B -2.122 1.316 -1.313 -1.39 0.57 -0.90
F -2.457 2.031 -2.454 0.17 -0.26 0.53
F -2.944 1.577 -0.226 0.02 0.18 0.00
F -2.117 -0.071 -1.557 0.36 0.05 0.12
F -0.771 1.681 -0.923 0.43 -0.43 -0.08
C 3.881 1.818 -1.140 0.64 -0.77 0.10
C 2.732 1.152 -0.545 -0.19 0.23 0.00
N 1.858 0.587 -0.069 -0.34 0.31 -0.40
H 3.682 2.302 -2.090 -0.39 0.12 0.09
H 4.599 1.014 -1.341 0.06 0.19 -0.01
H 4.351 2.497 -0.435 -0.16 0.14 0.02
C 1.467 -3.634 -2.121 0.36 0.92 -0.17
C 0.925 -2.311 -1.796 -0.05 -1.12 -0.19
N 0.427 -1.311 -1.576 -0.26 0.62 0.67
H 0.811 -4.095 -2.853 0.00 -0.20 0.06
H 1.598 -4.234 -1.226 -0.26 -0.01 0.09
H 2.452 -3.456 -2.558 -0.05 -0.23 -0.10
C -2.785 2.099 2.901 -0.14 0.40 0.34
C -1.493 1.759 2.341 -0.40 -0.08 -0.11
N -0.482 1.442 1.912 0.26 0.02 -0.49
H -3.602 1.589 2.396 0.23 -0.28 -0.12
H -2.980 3.167 2.800 0.17 0.00 0.00
H -2.767 1.844 3.961 -0.15 -0.03 -0.03
```
Forces are in eV/Å.

Properties
Spin multiplicity = 3
Highest occupied orbital energy (spin up / spin down) = -11.9 / -11.9 eV
Maximum force = 2.11 eV/Å

---

ORCA calculation (ωB97M-V with the def2-TZVPD basis set) on C5H7IN2 in the gas phase.

Structure (XYZ):
```
15
Properties=species:S:1:pos:R:3:forces:R:3
C 0.077 -1.562 0.191 0.11 -0.63 -1.08
C -0.029 -2.893 0.209 1.13 -1.22 2.01
C -0.629 -0.862 -0.887 -2.61 0.65 -0.49
C 0.914 1.396 0.300 -0.53 2.55 0.40
C 0.551 2.820 0.335 -1.49 1.04 -3.21
N 0.968 -0.860 0.979 0.37 -0.67 1.92
N 0.908 0.378 0.867 -0.03 -1.29 -1.22
I -2.378 0.263 -0.063 0.09 0.11 0.22
H 0.438 -3.568 1.029 -0.72 1.44 -1.66
H -0.529 -3.349 -0.616 -0.48 -0.44 -0.08
H -0.196 -0.058 -1.436 0.85 0.24 -0.16
H -1.300 -1.410 -1.566 1.15 -0.51 0.35
H -0.163 3.151 -0.596 2.03 -1.32 1.60
H 1.498 3.345 0.167 -0.47 0.45 0.43
H -0.128 3.210 1.085 0.60 -0.39 0.97
```
Forces are in eV/Å.

Properties
Highest occupied orbital energy = -7.9 eV
Maximum force = 3.68 eV/Å

---

ORCA calculation (ωB97M-V with the def2-TZVPD basis set) on a molecular structure, C2H4ClOP.

Structure (XYZ):
```
9
Properties=species:S:1:pos:R:3:forces:R:3
C 0.051 -0.013 -0.067 -2.79 -0.40 -0.21
C 1.503 0.098 0.020 2.31 -1.92 -0.07
O -2.997 0.331 0.228 3.19 3.86 0.74
P -1.023 1.220 0.227 -1.79 -1.17 0.05
Cl -3.021 -1.155 -0.267 -0.12 -2.95 -0.93
H -0.532 -0.955 -0.258 0.98 0.38 0.12
H 1.969 -0.448 0.878 -0.72 0.39 -0.41
H 1.837 1.069 0.043 0.26 2.81 1.01
H 2.212 -0.147 -0.804 -1.31 -1.00 -0.29
```
Forces are in eV/Å.

Properties
Highest occupied orbital energy = -9.2 eV
Maximum force = 5.06 eV/Å

---

ORCA calculation (ωB97M-V with the def2-TZVPD basis set) on C20H25N3OS in the gas phase.

Structure (XYZ):
```
50
Properties=species:S:1:pos:R:3:forces:R:3
O -4.638 -1.388 1.861 -0.19 -0.07 0.19
C -4.435 -0.781 0.824 0.05 -0.10 0.01
C -5.337 0.320 0.403 -0.54 0.19 0.09
C -5.056 1.639 0.187 0.06 -0.38 0.04
C -6.208 2.412 -0.064 -0.19 0.07 -0.03
C -7.346 1.672 -0.030 -0.02 -0.39 0.07
S -7.039 0.021 0.329 0.43 0.45 -0.03
N -3.396 -1.069 0.007 0.11 -0.13 -0.06
C -3.102 -0.464 -1.268 0.03 0.44 -0.25
C -1.746 0.240 -1.212 -0.06 -0.45 -0.17
C -0.648 -0.762 -0.819 -0.20 0.30 0.16
N 0.648 -0.125 -0.912 0.14 -0.05 -0.11
C 1.045 0.825 0.108 0.11 0.01 0.15
C 1.870 0.190 1.243 -0.17 0.23 -0.06
N 3.008 -0.548 0.738 -0.23 -0.15 0.20
C 4.235 0.071 0.545 0.34 0.13 0.08
C 4.430 1.445 0.715 -0.24 -0.04 0.02
C 5.685 2.009 0.583 0.18 0.02 -0.02
C 6.784 1.231 0.271 0.11 0.13 0.01
C 6.610 -0.134 0.107 0.02 0.02 -0.05
C 5.363 -0.706 0.246 -0.04 -0.09 -0.09
C 2.562 -1.570 -0.186 -0.09 -0.05 -0.41
C 1.774 -0.925 -1.342 0.16 -0.17 0.12
C -1.034 -1.398 0.529 -0.06 -0.19 -0.40
C -2.413 -2.048 0.419 0.12 -0.12 0.49
H -4.062 2.048 0.223 0.22 0.02 0.00
H -6.185 3.469 -0.261 -0.04 0.18 -0.02
H -8.354 1.996 -0.194 -0.20 0.11 -0.05
H -3.893 0.233 -1.541 0.09 -0.17 -0.03
H -3.065 -1.258 -2.026 -0.03 0.06 0.00
H -1.509 0.675 -2.183 0.05 0.01 -0.02
H -1.791 1.047 -0.480 -0.01 0.10 0.05
H -0.648 -1.557 -1.575 -0.02 0.02 0.03
H 0.162 1.314 0.518 -0.02 0.08 0.01
H 1.659 1.588 -0.387 -0.04 0.07 0.13
H 2.203 0.951 1.948 -0.03 -0.03 0.03
H 1.249 -0.525 1.795 -0.01 0.09 0.00
H 3.600 2.096 0.943 -0.10 0.01 0.00
H 5.799 3.076 0.716 0.00 0.07 0.01
H 7.761 1.677 0.162 0.08 0.04 0.00
H 7.458 -0.763 -0.122 0.05 -0.06 -0.01
H 5.268 -1.776 0.145 -0.03 -0.07 0.02
H 3.410 -2.116 -0.595 -0.03 -0.04 0.06
H 1.927 -2.276 0.361 0.05 -0.03 -0.06
H 1.430 -1.692 -2.037 0.00 0.01 -0.05
H 2.461 -0.257 -1.879 0.06 -0.13 -0.03
H -0.308 -2.160 0.817 0.05 0.01 0.06
H -1.067 -0.634 1.307 0.04 0.03 0.08
H -2.734 -2.451 1.382 0.05 -0.03 -0.21
H -2.387 -2.861 -0.317 -0.01 0.01 0.03
```
Forces are in eV/Å.

Properties
Highest occupied orbital energy = -7.4 eV
Maximum force = 0.62 eV/Å
Structure (SMILES) = O=C(c1cccs1)N1CCC(N2CCN(c3ccccc3)CC2)CC1